# C5H3Cl2N2

A gas-phase ion, C5H3Cl2N2 (charge +1) in a non-equilibrium geometry (the ωB97M-V functional and the def2-TZVPD basis, the Open Molecules 2025 dataset).

Geometry as XYZ:
```
12
Properties=species:S:1:pos:R:3:forces:R:3:mulliken_charge:R:1
C 1.62023 0.07241 -0.03234 0.22 0.72 1.49 -1.259
C 0.09037 0.15168 0.08499 1.51 -5.26 -0.90 0.349
C -0.68644 1.23133 -0.09015 0.37 1.61 1.29 0.415
Cl -0.17813 2.87108 -0.01634 0.16 -0.81 -0.38 -0.066
N -2.03393 1.05943 -0.04918 -3.24 -0.89 -0.11 -0.231
C -2.39937 -0.09479 0.00674 3.33 0.07 -0.60 0.630
N -1.96387 -1.27019 -0.07473 -1.82 0.30 0.64 -0.337
C -0.63428 -1.32600 0.07200 0.03 5.19 -0.58 0.454
Cl 0.09779 -2.76827 -0.01165 0.83 -0.86 0.17 -0.014
H 1.99576 0.46064 -1.03425 -0.34 -0.47 1.57 0.314
H 1.99822 -0.91758 0.24689 -0.46 -0.27 -1.09 0.400
H 2.09365 0.53025 0.89803 -0.61 0.67 -1.51 0.344
```
Positions in Å, forces in eV/Å.

Calculated values
Gap between HOMO and LUMO ... 7.78 eV
ΔE to the lowest compared entry with this formula, charge and spin ... 23.9 kcal per mole
Net charge ... +1
SMILES string ... CC1=C(Cl)N=C=[N+]=C1Cl